Record 1
DFT (the ωB97M-V functional and the def2-TZVPD basis) results for 12 unconnected molecules or ions with the total composition C33H90O12 at a distorted geometry.

```
135
Properties=species:S:1:pos:R:3
O 3.90434 0.76729 0.48398
H 4.03850 1.70522 0.29416
H 4.46742 0.30313 -0.14890
C -0.57930 3.77765 -2.94500
C 0.35142 4.81738 -3.56625
C 1.80274 4.56343 -3.17718
O 0.24161 4.74008 -5.00043
H -1.59731 3.95236 -3.31189
H -0.67859 3.96869 -1.87232
H -0.33338 2.74175 -3.16273
H 0.11175 5.86987 -3.37167
H 1.92171 4.91533 -2.14963
H 2.49779 5.09124 -3.82441
H 1.97304 3.48618 -3.14808
H -0.68850 4.77729 -5.23904
C -1.58294 -2.81598 1.68010
C -0.84765 -2.89744 3.01222
C 0.53640 -3.47987 2.78715
O -0.74492 -1.55514 3.49179
H -2.64067 -2.54054 1.75429
H -1.72701 -3.78718 1.18601
H -1.14045 -2.16767 0.92196
H -1.47218 -3.51955 3.65548
H 1.08629 -3.57000 3.72445
H 1.00643 -2.91682 1.97917
H 0.47763 -4.50709 2.41432
H 0.06361 -1.16396 3.13281
C 5.36605 -2.06010 4.36664
C 5.01978 -1.37544 3.04103
C 4.04638 -2.27265 2.25457
O 4.42071 -0.13639 3.31487
H 5.86456 -3.02424 4.28350
H 4.50118 -2.01664 5.02653
H 6.14080 -1.47044 4.87736
H 5.91804 -1.25324 2.42064
H 3.01612 -2.04559 2.53489
H 4.31909 -3.32311 2.23269
H 4.02332 -1.85360 1.23857
H 3.91092 0.14658 2.54625
C -4.19799 1.14117 2.98479
C -3.45963 0.48060 4.15015
C -4.00935 0.96045 5.47725
O -3.64909 -0.92853 4.06279
H -5.29237 1.14916 3.12196
H -4.20439 0.60364 2.03378
H -3.94015 2.20163 2.94423
H -2.41870 0.75568 3.95173
H -3.48649 0.42847 6.27900
H -5.07096 0.77169 5.60158
H -3.69817 1.99589 5.64546
H -2.79343 -1.34495 3.91949
C 4.34607 -3.68354 -1.31450
C 4.54107 -2.20276 -1.60204
C 4.73698 -1.90133 -3.10362
O 3.33625 -1.54871 -1.21856
H 3.94937 -3.93755 -0.32971
H 5.29883 -4.22707 -1.27665
H 3.75335 -4.17945 -2.08495
H 5.39846 -1.83360 -1.02719
H 5.37914 -1.01626 -3.15376
H 3.74018 -1.83451 -3.52957
H 5.38929 -2.57820 -3.66216
H 3.12229 -0.83233 -1.82371
C -3.41289 2.87542 -0.31685
C -4.83043 2.78520 -0.89871
C -5.88206 2.87703 0.22933
O -5.00806 3.86340 -1.81263
H -3.01407 3.87766 -0.19056
H -2.88994 2.33008 -1.11896
H -3.14732 2.25153 0.53636
H -4.99820 1.85989 -1.44196
H -6.88222 3.00393 -0.18206
H -5.60544 3.65700 0.94186
H -5.86996 1.96663 0.83414
H -4.71367 4.66792 -1.37527
C -4.48889 -0.76140 -1.94426
C -5.19198 -1.92059 -1.27843
C -6.20201 -2.65579 -2.15438
O -4.17890 -2.77949 -0.72366
H -5.22832 -0.07614 -2.38442
H -3.81965 -1.12064 -2.72514
H -4.00971 -0.11530 -1.20740
H -5.74864 -1.60435 -0.38887
H -7.13527 -2.09568 -2.09830
H -6.26886 -3.71180 -1.91916
H -5.87382 -2.50582 -3.19152
H -3.76754 -3.28703 -1.43474
C 0.27690 -1.06484 -3.08808
C 0.25107 -2.57274 -3.07226
C -0.03101 -3.20663 -1.71889
O -0.74440 -3.01093 -4.01236
H 0.09937 -0.70135 -4.10461
H 1.22730 -0.63138 -2.78083
H -0.53393 -0.59005 -2.53087
H 1.19178 -3.01051 -3.43278
H -0.72142 -2.66657 -1.07195
H 0.91979 -3.28357 -1.17525
H -0.33916 -4.24065 -1.86822
H -0.53198 -3.82125 -4.47160
C -0.35532 0.00147 6.30013
C 0.85633 0.50774 5.56080
C 0.55777 1.58024 4.50673
O 1.82481 0.98909 6.52301
H -0.14755 -0.82800 6.97421
H -0.98812 -0.46399 5.53628
H -0.92012 0.79762 6.78454
H 1.36098 -0.26553 4.97364
H 0.31610 1.15812 3.53590
H 1.38583 2.28604 4.41507
H -0.26637 2.20628 4.87624
H 1.65835 1.93563 6.59577
C -1.08098 0.87535 1.02515
C 0.22684 0.62409 0.29656
C 0.72332 1.80900 -0.51400
O 1.21476 -0.01451 1.12678
H -1.06416 1.76774 1.65586
H -1.37440 0.02404 1.63658
H -1.85676 1.02627 0.27279
H 0.00343 -0.15470 -0.45101
H 0.00050 2.02804 -1.30371
H 1.56706 1.49517 -1.14842
H 1.08765 2.67465 0.03918
H 2.03558 0.21729 0.65212
C 2.50928 0.41749 -6.13607
C 3.35367 1.52198 -5.53876
C 2.79393 1.94972 -4.19416
O 4.71847 1.12958 -5.34554
H 1.46139 0.69728 -6.28426
H 2.34022 -0.41890 -5.44491
H 2.90950 -0.02534 -7.04820
H 3.43776 2.39834 -6.19653
H 2.75735 1.06105 -3.56320
H 1.80675 2.37798 -4.38159
H 3.36946 2.75641 -3.74085
H 5.11491 0.96570 -6.20654
```

Output
Energy above the lowest of the compared OMol25 structures with the same formula, charge and spin: 267.7 kJ/mol
Gap between HOMO and LUMO: 9.76 eV
SMILES: CC(C)O.CC(C)O.CC(C)O.CC(C)O.CC(C)O.CC(C)O.CC(C)O.CC(C)O.CC(C)O.CC(C)O.CC(C)O.O
LUMO: 0.15 eV
Multiplicity: 1

Results of the Löwdin charge analysis, in e, for atoms 1 through 5: -0.034, 0.078, 0.052, -0.063, -0.457


Record 2
DFT (the ωB97M-V functional and the def2-TZVPD basis) results for 11 unconnected molecules or ions with the total composition C33H91O36P3S8 at a distorted geometry.

```
171
Properties=species:S:1:pos:R:3
O 0.47657 6.38364 -5.48563
S -0.97971 6.67181 -5.49770
O -1.54969 7.91726 -5.01719
O -1.51796 6.40226 -7.08052
C -2.86665 6.67339 -7.43594
C -3.73929 5.34478 -7.34422
C -1.78794 5.26508 -4.54012
H -2.81647 6.96432 -8.48519
H -3.36420 7.32932 -6.72160
H -4.68924 5.60851 -7.80909
H -3.91450 4.94330 -6.34611
H -3.21415 4.60187 -7.94459
H -2.83895 5.54260 -4.45954
H -1.44115 5.16232 -3.51188
H -1.66379 4.33445 -5.09382
O 11.74532 -6.12344 -1.15671
S 11.12408 -7.15869 -0.32668
O 11.86553 -7.80528 0.76779
O 9.77972 -6.53974 0.34638
C 9.20202 -5.46127 -0.23032
C 7.74333 -5.38864 0.20217
C 10.26877 -8.50369 -1.31049
H 9.21897 -5.51273 -1.31898
H 9.70034 -4.54192 0.07721
H 7.24776 -6.35016 0.06806
H 7.19015 -4.66967 -0.40213
H 7.63978 -4.96965 1.20308
H 11.04412 -8.76822 -2.02948
H 9.40390 -8.12828 -1.85745
H 9.89103 -9.35518 -0.74447
O -0.98481 8.37597 2.84639
S -0.58170 7.66916 1.62632
O 0.44707 6.62973 1.72142
O -1.95311 7.06210 0.88324
C -2.89488 6.57183 1.79988
C -4.29629 6.32322 1.17360
C -0.07300 8.88097 0.29300
H -3.14718 7.21299 2.64449
H -2.55721 5.60902 2.18336
H -4.96343 5.80206 1.86021
H -4.25491 5.65483 0.31357
H -4.79714 7.21963 0.80798
H 0.71041 9.48781 0.74697
H -0.89879 9.40403 -0.18927
H 0.40954 8.18946 -0.39769
O 0.44921 -4.49349 2.94046
S 1.08976 -4.04379 4.17839
O 2.52673 -3.69678 4.26107
O 0.08324 -2.83138 4.73141
C 0.65645 -1.85183 5.63130
C -0.47416 -0.83916 5.92626
C 0.65141 -5.40414 5.34744
H 1.48460 -1.31764 5.16556
H 1.07577 -2.36192 6.49854
H -0.85201 -0.32882 5.04032
H -0.13407 -0.17325 6.71936
H -1.32222 -1.31616 6.41757
H -0.24740 -5.95685 5.07400
H 0.48332 -5.01592 6.35199
H 1.51015 -6.07155 5.27508
O 6.78592 1.20935 4.00546
S 8.13639 0.87805 3.53359
O 8.27875 0.29313 2.20130
O 8.99896 2.25210 3.65829
C 10.32275 2.36375 3.08301
C 10.87176 3.79925 3.20143
C 9.01777 -0.11336 4.80618
H 10.35633 2.01577 2.05059
H 11.01145 1.75333 3.66712
H 10.13247 4.52144 2.85501
H 11.79802 3.94045 2.64448
H 10.95752 4.03427 4.26234
H 8.35191 -0.91547 5.12455
H 9.17125 0.57569 5.63670
H 9.97562 -0.45457 4.41353
O -2.48789 0.65787 0.91923
S -2.12843 0.16128 -0.37585
O -2.86654 0.65780 -1.51157
O -0.56479 0.39341 -0.65212
C 0.39790 0.33070 0.38843
C 1.70523 -0.12023 -0.17170
C -2.13458 -1.67671 -0.32255
H 0.06246 -0.28725 1.22133
H 0.44704 1.28959 0.90439
H 2.54113 0.22391 0.43734
H 1.77316 0.47459 -1.08256
H 1.72289 -1.16409 -0.48495
H -2.98811 -2.08400 -0.86449
H -1.99252 -1.99710 0.70956
H -1.25550 -1.91820 -0.92005
O -8.19042 -2.38629 -0.10045
S -8.37770 -2.18196 1.31372
O -9.56012 -2.66337 2.07467
O -7.00563 -2.67149 2.05817
C -7.01015 -2.94112 3.44930
C -5.67908 -2.67545 4.07749
C -8.23244 -0.38362 1.60698
H -7.19236 -4.01533 3.48028
H -7.83973 -2.45383 3.96160
H -5.27258 -1.74070 3.69137
H -5.00308 -3.49988 3.85074
H -5.85892 -2.62679 5.15145
H -7.25897 -0.14914 1.17631
H -8.27748 -0.29248 2.69223
H -8.99389 0.19102 1.07965
O -7.21312 7.22830 -3.84468
S -8.34490 6.93121 -4.69339
O -8.36075 7.53682 -6.01319
O -8.33182 5.29219 -4.87748
C -8.11224 4.41520 -3.80063
C -8.66271 3.10270 -4.35419
C -10.03231 7.16271 -3.88709
H -8.49897 4.90431 -2.90659
H -7.03645 4.39650 -3.62624
H -9.69641 3.15126 -4.69654
H -8.55803 2.29373 -3.63120
H -8.10638 2.63461 -5.16628
H -10.86228 6.76457 -4.47081
H -10.05172 8.24335 -3.74590
H -9.98474 6.72151 -2.89151
C -1.37847 -7.52832 -6.90675
O -0.97451 -6.19814 -6.78529
P -0.63704 -5.56105 -5.29153
O -1.42207 -6.14162 -4.16793
O 0.95959 -5.84168 -5.25985
C 1.74881 -5.19528 -4.33756
O -0.88481 -4.01051 -5.59188
C -2.03884 -3.53992 -6.20338
H -2.35007 -7.62176 -7.39188
H -1.41419 -8.06117 -5.95654
H -0.78748 -8.12862 -7.59847
H 2.48867 -5.88638 -3.93371
H 1.20514 -4.65672 -3.56136
H 2.32707 -4.44124 -4.87152
H -2.54973 -4.26327 -6.83887
H -1.68800 -2.73707 -6.85179
H -2.68945 -3.09875 -5.44829
C -4.82339 -8.71121 1.73969
O -5.64513 -9.56800 2.50850
P -5.11517 -9.97324 3.99741
O -4.69973 -8.80294 4.83204
O -3.96649 -11.05108 3.62693
C -4.39617 -12.27622 3.07861
O -6.29764 -10.88269 4.56040
C -7.40725 -10.21177 5.09788
H -5.35053 -7.76951 1.58663
H -4.69032 -9.21480 0.78220
H -3.84257 -8.48161 2.15609
H -3.85569 -12.42507 2.14384
H -5.47534 -12.24825 2.92784
H -4.20162 -13.08686 3.78082
H -8.26689 -10.88079 5.13702
H -7.63975 -9.24684 4.64737
H -7.34309 -9.91861 6.14576
C 8.96143 10.41393 0.54337
O 8.76790 9.10767 0.17405
P 7.30213 8.56798 -0.32038
O 6.88306 9.16667 -1.61930
O 6.26053 8.75500 0.91139
C 6.48032 8.31761 2.24300
O 7.56001 6.92520 -0.28434
C 6.47857 6.05578 -0.42105
H 9.80640 10.86795 0.02570
H 9.20564 10.57149 1.59391
H 8.14507 11.10122 0.32138
H 5.73870 7.61054 2.61470
H 6.49972 9.15671 2.93845
H 7.53114 8.02954 2.27262
H 5.60470 6.62850 -0.73159
H 6.22608 5.47948 0.46902
H 6.55470 5.26394 -1.16623
```

Output
Energy above the lowest of the compared OMol25 structures with the same formula, charge and spin: 229.1 kJ/mol
Gap between HOMO and LUMO: 10.66 eV
SMILES: CCOS(C)(=O)=O.CCOS(C)(=O)=O.CCOS(C)(=O)=O.CCOS(C)(=O)=O.CCOS(C)(=O)=O.CCOS(C)(=O)=O.CCOS(C)(=O)=O.CCOS(C)(=O)=O.COP(=O)(OC)OC.COP(=O)(OC)OC.COP(=O)(OC)OC
LUMO: 0.12 eV
Multiplicity: 1

Results of the Löwdin charge analysis, in e, for atoms 1 through 5: -0.317, 0.712, -0.308, -0.279, -0.250


Record 3
DFT (the ωB97M-V functional and the def2-TZVPD basis) results for 13 unconnected molecules or ions with the total composition C33H92O33S10 at a distorted geometry.

```
168
Properties=species:S:1:pos:R:3
O -0.68934 7.40756 -4.09987
S -0.37372 6.49847 -3.05353
O 0.00691 6.96139 -1.73243
O -1.65415 5.54783 -2.94125
C -1.54418 4.30471 -2.20360
C -2.79810 3.87491 -1.50897
C 0.87812 5.31290 -3.61966
H -0.71941 4.32679 -1.48655
H -1.35903 3.57988 -2.99427
H -2.73619 2.88571 -1.06538
H -3.54270 3.79260 -2.31283
H -3.31118 4.59163 -0.86586
H 1.76614 5.91942 -3.80632
H 0.53018 4.91195 -4.56801
H 1.11539 4.56018 -2.87404
O -5.49072 1.98348 -1.08500
S -5.03719 1.10587 -0.01663
O -4.30740 1.64067 1.09914
O -6.29615 0.26967 0.56469
C -7.41944 0.02255 -0.29854
C -8.51919 1.02221 -0.01222
C -4.14858 -0.27625 -0.73715
H -7.74495 -1.00498 -0.14187
H -7.14963 0.10482 -1.35375
H -9.47156 0.62050 -0.36987
H -8.25961 1.99839 -0.41445
H -8.74293 1.14767 1.04987
H -4.87336 -0.76137 -1.38332
H -3.80975 -0.88402 0.09602
H -3.29005 0.13791 -1.26322
O 2.62890 -1.51600 2.83827
S 3.27610 -0.21540 2.81788
O 3.88502 0.21489 1.58835
O 2.21622 0.88949 3.30949
C 2.52221 2.28953 3.09416
C 2.03157 3.04024 4.31400
C 4.38834 -0.17907 4.23241
H 1.99154 2.54052 2.17424
H 3.57890 2.45570 2.87089
H 0.94988 2.94150 4.42004
H 2.24562 4.10167 4.18987
H 2.46844 2.66679 5.24002
H 3.75406 -0.22364 5.11650
H 4.94000 0.75793 4.18493
H 5.05023 -1.03725 4.31391
O 0.58749 -7.34917 -1.13357
S -0.51249 -8.20564 -0.75011
O -0.36357 -9.21000 0.27337
O -1.74682 -7.24826 -0.30668
C -1.79777 -5.95821 -0.90519
C -3.13784 -5.30717 -0.59136
C -1.25912 -8.97314 -2.21059
H -1.68852 -5.96225 -1.99470
H -1.01098 -5.29004 -0.56635
H -3.97131 -5.99595 -0.70547
H -3.26970 -4.43043 -1.22832
H -3.10683 -4.81294 0.38277
H -2.05953 -8.31906 -2.55247
H -1.74321 -9.91747 -1.97609
H -0.48356 -9.08254 -2.96323
O 0.43758 1.87102 -3.03954
S 0.23753 0.68733 -3.81743
O -0.97162 -0.09483 -3.72136
O 0.40840 1.12600 -5.37993
C 0.24574 0.12068 -6.39274
C -0.65693 0.58098 -7.51791
C 1.64277 -0.42271 -3.62917
H -0.11564 -0.82003 -5.97440
H 1.26177 -0.01350 -6.77116
H -0.19433 1.43636 -8.00825
H -1.65552 0.86225 -7.17983
H -0.83749 -0.22711 -8.22680
H 1.47603 -1.37177 -4.13057
H 1.73841 -0.64732 -2.56374
H 2.57323 0.07124 -3.90202
O 6.02124 1.73155 -1.87307
S 4.86964 2.53116 -2.18410
O 4.97393 3.98041 -2.18984
O 4.22307 2.07331 -3.59297
C 5.10868 2.10848 -4.72458
C 4.21256 2.04296 -5.95431
C 3.56662 1.91519 -1.13924
H 5.80373 1.26920 -4.64992
H 5.75421 2.98682 -4.78594
H 3.62554 2.95740 -6.07383
H 3.41043 1.30274 -5.93181
H 4.82930 1.90511 -6.84228
H 3.71509 0.83902 -1.17635
H 2.59533 2.27834 -1.47551
H 3.65435 2.26453 -0.11375
O -1.71772 -1.34409 1.42950
S -1.04145 -1.96019 0.32382
O -1.76837 -2.38666 -0.84578
O 0.12545 -0.99900 -0.28826
C 0.71869 -0.01065 0.57545
C -0.13153 1.25346 0.46670
C -0.00582 -3.31029 0.85709
H 1.72981 0.13034 0.20303
H 0.69644 -0.41490 1.58759
H -0.25428 1.53772 -0.58259
H 0.31477 2.15438 0.89640
H -1.12789 1.12353 0.88762
H 0.37764 -3.83672 -0.01427
H -0.64785 -4.00405 1.40244
H 0.79071 -2.92642 1.49180
O 0.84559 -4.65968 3.59223
S 0.38650 -6.00822 3.79154
O 0.46070 -6.63671 5.07817
O -1.16828 -6.01509 3.27111
C -1.85789 -7.24492 3.39893
C -3.28961 -7.04977 2.95117
C 1.15924 -7.07634 2.53616
H -1.87640 -7.57818 4.43884
H -1.47636 -8.06582 2.78280
H -3.36045 -6.77818 1.89524
H -3.79470 -6.24873 3.49694
H -3.92565 -7.93009 3.05011
H 1.04545 -6.65299 1.54470
H 0.77424 -8.09377 2.58184
H 2.17558 -7.17201 2.91847
O 4.05559 4.59782 0.77850
S 2.73873 5.17825 0.70221
O 1.66973 4.28443 0.33596
O 2.36256 5.83371 2.10636
C 3.22528 6.77785 2.73110
C 4.53153 6.19471 3.28316
C 2.72532 6.63402 -0.34500
H 2.74606 7.28283 3.57114
H 3.36527 7.62250 2.04633
H 5.12773 6.94457 3.80039
H 5.16933 5.78488 2.50508
H 4.17917 5.43125 3.97798
H 1.91736 7.24784 0.04358
H 2.47159 6.24243 -1.32449
H 3.68988 7.12715 -0.28823
O -1.01268 4.39315 5.59135
S -2.00486 3.35309 5.57022
O -3.41738 3.61077 5.54144
O -1.64939 2.36283 4.32598
C -2.06406 2.82980 3.01688
C -1.15209 3.87961 2.42219
C -1.66216 2.13012 6.88045
H -3.14074 2.97252 2.92590
H -1.97285 1.92475 2.40691
H -0.11117 3.56843 2.36893
H -1.24059 4.79556 3.00728
H -1.50454 4.07074 1.40617
H -2.51563 1.87930 7.49819
H -0.89007 2.66141 7.43959
H -1.19994 1.24299 6.45296
C -0.97443 -3.69804 -4.34102
O -0.29094 -3.33688 -3.14525
H -0.94860 -2.83371 -5.02077
H -0.34238 -4.37599 -4.91471
H -2.01390 -3.99287 -4.21747
H -0.81097 -2.62078 -2.74654
C -0.19299 -0.43034 4.97488
O -1.14702 -1.03183 5.83035
H -0.28514 -0.89784 3.98998
H -0.19744 0.65981 4.96756
H 0.80554 -0.75864 5.27365
H -2.00562 -1.09727 5.40855
C 3.02051 -4.52074 -2.16844
O 2.35139 -3.30049 -2.41361
H 2.87817 -5.20839 -3.01009
H 4.10078 -4.37607 -2.11207
H 2.67937 -4.95785 -1.22463
H 1.45501 -3.48976 -2.74348
```

Output
Energy above the lowest of the compared OMol25 structures with the same formula, charge and spin: 0.0 kJ/mol
Gap between HOMO and LUMO: 10.14 eV
LUMO: 0.05 eV
Multiplicity: 1

Results of the Löwdin charge analysis, in e, for atoms 1 through 5: -0.265, 0.601, -0.296, -0.244, -0.270